DFT (wB97M-V/def2-TZVPD) results for the molecule C26H28N2O6S.

CARTESIAN COORDINATES (ANGSTROEM)
C -0.52 -5.49 0.30
C -0.75 -4.42 -0.81
O -1.50 -3.46 -0.33
C -2.92 -3.43 0.05
O -3.63 -4.40 -0.21
C -3.40 -2.15 0.56
C -2.65 -1.13 1.01
S -0.84 -1.07 0.68
C -0.74 0.33 1.47
C 0.32 1.42 1.77
C 1.67 1.12 1.24
C 2.52 2.25 1.80
C 3.90 2.20 1.36
C 4.30 1.01 0.87
C 5.73 0.77 0.29
C 6.21 -0.33 -0.08
O 7.57 -0.46 -0.59
C 8.41 0.35 -0.22
C 5.45 -1.34 -0.52
C 3.99 -1.39 -0.06
C 3.55 -0.32 0.51
C 2.09 -0.05 0.92
C -2.15 1.14 2.03
O -2.48 2.12 2.40
N -2.99 -0.09 1.78
C -4.42 0.23 2.36
C -5.20 0.87 0.91
O -5.81 0.03 0.33
N -4.75 2.04 0.72
C -4.64 2.25 -0.87
C -3.42 1.48 -1.61
C -3.00 2.04 -2.98
C -1.74 2.26 -2.96
C -1.29 2.38 -1.56
O -2.24 1.48 -0.77
H 0.02 -6.38 -0.37
H -1.44 -5.89 0.74
H 0.10 -5.08 0.94
H -1.41 -4.71 -1.60
H 0.07 -4.04 -1.29
H -4.30 -2.16 1.11
H 0.10 2.48 2.25
H 2.21 3.27 1.84
H 4.67 2.93 1.49
H 6.44 1.43 0.58
H 8.61 0.59 0.80
H 8.26 1.41 -0.94
H 9.40 -0.05 -0.82
H 5.78 -2.30 -0.88
H 3.32 -2.28 -0.35
H 1.47 -0.91 0.59
H -4.47 1.01 2.90
H -4.88 -0.61 2.45
H -3.97 2.30 1.09
H -5.67 2.25 -1.43
H -4.22 3.39 -0.94
H -3.92 0.56 -1.68
H -3.52 1.70 -3.94
H -3.54 3.15 -3.16
H -1.15 3.05 -3.64
H -1.18 1.34 -3.16
H -0.15 2.01 -1.31
H -1.27 3.32 -1.08

For the HOMO-LUMO gap, the calculation gives 6.8 eV. As for the electronic energy: -53498.6003 eV. The calculation puts the molecular weight at 496.6 g mol⁻¹. As for the LUMO energy: -0.7743 eV. As for the relative energy (zero: lowest compared OMol25 entry of this formula, charge and spin): 19.347 eV.

=====

DFT (wB97M-V/def2-TZVPD) results for the molecule C26H28N4O4.

CARTESIAN COORDINATES (ANGSTROEM)
C -4.61 -1.89 0.67
O -3.87 -0.71 0.48
C -4.50 0.36 -0.08
C -5.81 0.35 -0.53
C -6.40 1.50 -1.02
C -5.70 2.69 -1.06
C -4.38 2.71 -0.64
C -3.77 1.55 -0.17
N -2.43 1.62 0.23
C -1.42 0.82 -0.15
O -1.51 -0.13 -0.90
C -0.12 1.36 0.49
O -0.22 2.33 1.24
N 1.07 0.84 0.17
C 2.21 1.39 0.83
C 2.47 1.09 2.16
C 3.59 1.65 2.75
C 4.39 2.48 1.99
N 4.14 2.78 0.72
C 3.07 2.25 0.16
C 1.29 -0.34 -0.67
C 1.09 -1.59 0.22
O 1.78 -1.80 1.20
N 0.09 -2.38 -0.20
C -0.42 -3.54 0.53
C -1.55 -4.12 -0.32
C 0.70 -4.57 0.70
C -0.95 -3.08 1.89
C 2.66 -0.32 -1.31
C 2.76 0.06 -2.64
C 4.00 0.12 -3.26
C 5.14 -0.21 -2.56
C 5.04 -0.60 -1.23
C 3.81 -0.66 -0.61
H -5.50 -1.71 1.28
H -4.90 -2.34 -0.29
H -3.94 -2.58 1.20
H -6.40 -0.56 -0.50
H -7.43 1.46 -1.36
H -6.16 3.59 -1.43
H -3.81 3.62 -0.67
H -2.12 2.42 0.79
H 1.81 0.43 2.71
H 3.83 1.44 3.78
H 5.29 2.94 2.40
H 2.89 2.53 -0.87
H 0.54 -0.33 -1.46
H -0.56 -1.97 -0.86
H -2.31 -3.37 -0.51
H -1.16 -4.46 -1.28
H -2.01 -4.97 0.18
H 1.51 -4.13 1.28
H 0.32 -5.44 1.22
H 1.08 -4.87 -0.27
H -0.13 -2.71 2.50
H -1.68 -2.28 1.76
H -1.43 -3.91 2.41
H 1.87 0.33 -3.20
H 4.07 0.43 -4.30
H 6.11 -0.15 -3.04
H 5.93 -0.87 -0.68
H 3.73 -0.98 0.41

For the HOMO-LUMO gap, the calculation gives 9.2 eV. As for the electronic energy: -41568.1394 eV. The calculation puts the molecular weight at 460.5 g mol⁻¹. As for the LUMO energy: 0.4777 eV. As for the relative energy (zero: lowest compared OMol25 entry of this formula, charge and spin): 1.812 eV.

=====

Q: What is the formula in the first record?
A: C26H28N2O6S